The following is a DFT calculation (wB97M-V/def2-TZVPD) of a 10-piece molecular cluster, C72H84BFN3O9P2S4 overall.

```
176
Properties=species:S:1:pos:R:3:forces:R:3
N 1.971612 2.666379 4.846947 0.0 -0.6 0.0
P 1.806407 1.540393 3.777808 0.9 1.1 1.2
C 0.203103 1.512978 2.824644 -0.6 -0.8 -1.1
S 0.018225 -0.308358 2.475047 0.8 -0.7 0.7
C -1.109421 1.950908 3.597415 -0.6 -1.2 0.3
C -2.362666 1.079888 3.208912 -0.7 1.8 0.7
C -3.667344 1.823964 3.626035 -0.7 -1.4 -0.3
C -4.800065 0.755946 3.479752 0.4 0.4 -0.5
C -6.177833 1.326918 3.111573 0.0 -0.7 -0.1
C -6.243014 1.989091 1.729303 -0.6 0.9 -0.4
C -7.625333 2.637930 1.405755 0.1 -0.4 0.8
C -8.014015 3.747403 2.389048 -0.2 -0.2 -0.4
S -7.018114 5.278465 2.255987 -0.1 0.5 0.2
C -6.208497 5.212130 0.719514 -0.1 -0.2 -0.8
N -5.021652 4.789777 0.544284 1.4 -0.9 1.2
N -4.678569 4.880075 -0.767929 0.1 0.2 -0.1
C -5.705501 5.402547 -1.336508 1.2 -0.5 -0.4
O -6.703351 5.627056 -0.501701 -1.8 0.8 0.3
P -1.013863 1.673230 5.504872 0.0 1.8 1.1
S -0.992135 3.304202 6.560575 -0.1 -0.3 0.0
O -1.551021 3.292149 3.431022 1.4 -0.3 -1.1
S -0.552561 4.408793 2.803253 -0.4 3.6 0.3
O 0.260932 4.954250 3.848322 1.0 -1.5 0.5
O -1.381023 5.449614 2.297055 -1.1 -0.6 -0.7
C 0.468859 3.773460 1.417724 0.4 -1.8 0.7
C 1.890039 4.324616 1.669222 -0.6 2.2 0.2
C 1.851311 5.880716 1.504843 2.3 -0.3 0.3
C 3.269106 6.528965 1.547674 -1.2 0.3 -3.7
O 2.346175 6.347929 0.314398 -1.1 -0.1 0.1
C -0.016402 4.191305 -0.037732 -0.4 0.6 -2.7
O 0.928737 4.201413 -0.872556 0.3 -0.4 1.5
O -1.197067 4.399651 -0.310338 0.0 -0.1 1.2
C 0.392504 2.192592 1.417136 0.2 0.6 -0.6
F -0.802031 1.892597 0.722493 -0.2 -0.2 0.5
C 1.506223 1.552369 0.556622 0.2 0.0 -0.5
B 0.894604 0.813853 -0.743366 0.0 0.1 0.8
O 0.470895 1.474651 -1.844908 0.5 -0.4 -0.1
O 0.845674 -0.580767 -0.731361 0.4 0.2 -0.5
H 2.785700 3.239678 4.665561 -0.3 0.4 0.1
H 2.887308 1.613713 2.866801 -0.5 -0.7 -0.3
H 1.861172 0.285964 4.446374 -0.2 -0.2 -0.8
H -0.836208 -0.407914 1.437527 0.2 0.6 0.1
H -2.390781 0.154145 3.785473 0.4 -0.2 -0.5
H -2.453183 0.947034 2.131126 0.3 -0.3 0.1
H -3.633242 2.185363 4.657903 0.0 0.3 -0.2
H -3.919406 2.627033 2.934278 0.4 0.2 0.3
H -4.472227 0.096509 2.659926 -0.3 0.0 0.1
H -4.876185 0.116249 4.367914 0.0 0.2 0.0
H -6.871274 0.470264 3.084039 0.0 0.2 0.1
H -6.504686 1.972223 3.935044 0.0 0.1 -0.3
H -5.503069 2.784479 1.601056 0.1 -0.3 0.2
H -6.070772 1.271265 0.917751 0.2 -0.1 0.3
H -7.678805 3.021562 0.382117 0.2 -0.1 0.1
H -8.395033 1.855670 1.493441 0.0 0.1 -0.1
H -9.064721 4.036835 2.298027 0.1 -0.1 -0.2
H -7.885661 3.392120 3.415127 0.1 0.2 -0.1
H -5.687804 5.610638 -2.395027 -0.8 0.2 0.1
H -2.189217 0.984645 5.888435 0.4 -0.5 -0.6
H 0.058960 0.806842 5.817422 -0.2 -0.2 -0.4
H 2.241456 4.202971 2.695005 0.0 -0.6 -0.1
H 2.608190 4.078484 0.890603 -0.2 -0.6 0.1
H 1.049886 6.431264 1.987644 0.0 0.1 -0.1
H 4.079557 6.014063 1.024536 0.5 -0.6 1.6
H 3.386485 7.588877 1.317473 0.1 0.2 1.8
H 2.215065 2.285265 0.161537 -0.3 0.2 0.2
H 2.101101 0.827537 1.120505 -0.2 0.0 0.0
H 0.594517 0.884819 -2.600171 -0.5 0.1 -0.1
H 1.507874 -0.923109 -0.123254 -0.3 -0.1 0.2
C 0.724191 -3.695075 -3.993810 0.0 0.0 0.0
C 0.940598 -2.523557 -3.280254 -0.1 -0.1 0.0
C 2.107630 -1.797168 -3.478254 0.0 0.0 -0.1
C 3.052351 -2.237682 -4.395696 0.0 0.0 0.0
C 2.833523 -3.407222 -5.110889 0.0 0.0 0.0
C 1.671349 -4.138597 -4.907115 0.0 0.0 0.0
H -0.184222 -4.263627 -3.837698 0.0 0.0 0.0
H 0.202893 -2.176027 -2.569521 0.1 0.0 0.0
H 2.280204 -0.887987 -2.917752 0.0 0.0 0.0
H 3.959790 -1.668238 -4.553197 0.0 0.0 0.0
H 3.570852 -3.749015 -5.828110 0.0 0.0 0.0
H 1.503019 -5.053371 -5.461080 0.0 0.0 0.0
C 0.628602 5.964084 -3.361243 -0.3 0.0 0.0
C 0.224768 5.921909 -4.689801 0.1 0.1 0.0
C 1.103671 6.292886 -5.701722 0.0 0.0 0.0
C 2.392252 6.698263 -5.384840 0.1 0.0 0.0
C 2.797923 6.737028 -4.055665 -0.1 0.0 0.0
C 1.916274 6.374253 -3.044737 0.2 0.1 0.0
H -0.055698 5.675460 -2.572652 0.1 -0.1 0.0
H -0.779290 5.598552 -4.937539 0.0 0.0 0.0
H 0.783521 6.264658 -6.737284 0.0 0.0 0.0
H 3.080676 6.983456 -6.172529 0.0 0.0 0.0
H 3.805336 7.051643 -3.807434 0.0 0.0 0.0
H 2.227843 6.407033 -2.009992 -0.1 -0.1 0.0
C 7.832735 1.829506 3.316167 0.0 0.0 0.0
C 6.682411 2.471260 2.875252 0.1 -0.1 0.0
C 5.566882 2.524577 3.697121 -0.1 0.1 -0.1
C 5.598176 1.952841 4.958904 -0.1 0.0 0.1
C 6.745933 1.315354 5.398685 0.1 -0.1 0.1
C 7.863152 1.247306 4.577378 0.0 0.2 -0.1
H 8.704407 1.780012 2.675690 0.0 0.0 0.0
H 6.654991 2.924211 1.892218 0.0 0.0 0.0
H 4.666112 3.017845 3.348879 0.0 0.1 0.0
H 4.723621 2.002767 5.598465 0.0 0.0 0.0
H 6.767155 0.868551 6.385958 0.0 0.0 0.0
H 8.758651 0.741834 4.918632 0.0 0.0 0.0
C 2.558706 -7.501204 -8.583762 0.0 0.0 0.0
C 3.231790 -8.715173 -8.586952 0.0 0.0 0.0
C 4.079520 -9.041653 -7.537526 0.0 0.0 0.0
C 4.247251 -8.157846 -6.479993 0.0 0.0 0.0
C 3.571549 -6.945469 -6.474573 0.0 0.0 0.0
C 2.729969 -6.614909 -7.529116 0.0 0.0 0.0
H 1.899628 -7.245238 -9.404417 0.0 0.0 0.0
H 3.095881 -9.407046 -9.408829 0.0 0.0 0.0
H 4.609459 -9.985876 -7.543140 0.0 0.0 0.0
H 4.905068 -8.414508 -5.659269 0.0 0.0 0.0
H 3.701521 -6.257260 -5.648557 0.0 0.0 0.0
H 2.206594 -5.666619 -7.528693 0.0 0.0 0.0
C 5.122097 -1.043719 3.207798 0.0 0.0 0.0
C 4.395116 -1.521945 2.126206 0.0 0.0 0.0
C 4.951642 -2.471378 1.279530 0.0 0.0 0.0
C 6.232483 -2.949363 1.521520 0.0 0.0 0.0
C 6.958036 -2.473822 2.606289 0.0 0.0 0.0
C 6.405258 -1.517303 3.447383 -0.1 -0.2 -0.1
H 4.689733 -0.301159 3.865580 0.0 0.0 0.0
H 3.391522 -1.152842 1.942942 0.0 0.0 0.0
H 4.387135 -2.840071 0.431700 0.0 0.0 0.0
H 6.665082 -3.693453 0.864304 0.0 0.0 0.0
H 7.956499 -2.848726 2.795405 0.0 0.0 0.0
H 6.970682 -1.144210 4.287310 0.0 0.0 0.0
C -11.044183 -0.621812 2.054681 0.0 0.0 0.0
C -11.722057 -1.195808 0.987928 0.0 0.0 0.0
C -11.088913 -2.138024 0.188908 0.0 0.0 0.0
C -9.780750 -2.513787 0.462733 0.0 0.0 0.0
C -9.104454 -1.943444 1.532103 0.1 0.0 0.0
C -9.734375 -0.993865 2.324747 0.0 0.0 0.0
H -11.536281 0.116454 2.675446 0.0 0.0 0.0
H -12.744476 -0.907371 0.778063 0.0 0.0 0.0
H -11.615441 -2.580525 -0.647389 0.0 0.0 0.0
H -9.288455 -3.252254 -0.157591 0.0 0.0 0.0
H -8.084555 -2.238555 1.747575 0.0 0.0 0.0
H -9.207141 -0.540602 3.155058 0.0 0.0 0.0
C 3.381170 -0.129216 8.192887 0.0 0.0 -0.1
C 3.029982 -0.161051 9.535178 0.0 0.0 0.0
C 3.710897 -0.995385 10.411582 0.0 0.0 0.0
C 4.749897 -1.791492 9.947641 0.0 0.0 0.0
C 5.104134 -1.757166 8.605880 0.0 0.0 0.0
C 4.417030 -0.929676 7.728415 0.0 0.0 0.0
H 2.847532 0.520507 7.508084 0.0 0.0 0.0
H 2.224433 0.464868 9.897733 0.0 0.0 0.0
H 3.432379 -1.024558 11.457622 0.0 0.0 0.0
H 5.283770 -2.438484 10.632697 0.0 0.0 0.0
H 5.915753 -2.376284 8.243611 0.0 0.0 0.0
H 4.688786 -0.905672 6.679312 0.0 0.0 0.0
C -4.393461 -3.234343 2.555928 0.0 0.0 0.0
C -5.454146 -3.764181 1.834231 0.0 0.0 0.0
C -5.281313 -4.114840 0.501925 0.0 0.0 0.0
C -4.044927 -3.944032 -0.105978 0.0 0.0 0.0
C -2.983057 -3.417591 0.616781 0.0 0.0 0.0
C -3.158419 -3.059327 1.946320 0.0 0.0 0.0
H -4.528847 -2.957144 3.594002 0.0 0.0 0.0
H -6.417234 -3.903401 2.310498 0.0 0.0 0.0
H -6.110640 -4.522136 -0.063064 0.0 0.0 0.0
H -3.909119 -4.221228 -1.143745 0.0 0.0 0.0
H -2.018074 -3.285266 0.142742 0.0 0.0 0.0
H -2.331377 -2.642731 2.509504 0.0 0.0 0.0
C 1.304516 -5.053457 -11.763521 0.0 0.0 0.0
C 0.496736 -4.684302 -12.830224 0.0 0.0 0.0
C 0.964752 -4.808585 -14.130974 0.0 0.0 0.0
C 2.237631 -5.310714 -14.365521 0.0 0.0 0.0
C 3.043998 -5.683083 -13.298922 0.0 0.0 0.0
C 2.579156 -5.550791 -11.997695 0.0 0.0 0.0
H 0.940357 -4.953052 -10.748379 0.0 0.0 0.0
H -0.498212 -4.298460 -12.647406 0.0 0.0 0.0
H 0.337017 -4.514540 -14.962689 0.0 0.0 0.0
H 2.600970 -5.411734 -15.380518 0.0 0.0 0.0
H 4.036223 -6.076138 -13.481783 0.0 0.0 0.0
H 3.210362 -5.836216 -11.165120 0.0 0.0 0.0
```
Forces are in eV/Å.

Output
**Net charge**: -1
**HOMO level**: -0.190 Eh
**Gap between HOMO and LUMO**: 6.920 eV

=====

The following is a DFT calculation (wB97M-V/def2-TZVPD) of a 2-piece molecular cluster, C3H10OS2 overall.

```
16
Properties=species:S:1:pos:R:3:forces:R:3
C 0.536780 1.337430 2.361024 2.3 0.2 1.2
S 1.195145 0.380648 1.026145 -1.1 -1.3 0.1
S 2.713380 1.807414 0.318945 2.1 1.0 0.4
H 1.286032 1.911350 3.000126 -0.3 -1.0 -1.0
H -0.162772 2.059240 2.128104 -1.8 1.3 -0.9
H 0.144724 0.553884 2.940808 -1.0 -0.6 1.3
H 3.386016 2.630328 -0.528386 0.0 0.7 -1.0
C -0.722745 -1.456842 -1.863638 -1.0 0.7 0.0
O 0.497240 -1.756398 -1.151779 -1.1 -1.4 -1.1
C -1.766292 -0.904592 -0.848200 2.9 1.7 -0.7
H -1.388277 -2.244368 -2.501624 2.5 0.7 1.6
H -0.411271 -0.708190 -2.591703 -0.5 0.2 -0.3
H 0.576011 -1.058152 -0.479919 0.0 0.1 0.1
H -1.729838 -1.609035 -0.086899 0.1 -1.1 1.9
H -2.684039 -1.075000 -1.294282 -2.3 0.8 -0.8
H -1.470088 0.132284 -0.428727 -0.9 -1.7 -0.9
```
Forces are in eV/Å.

Output
**Net charge**: -1
**Expectation value of S²**: 0.756
**Relative energy (zero: lowest compared OMol25 entry of this formula, charge and spin)**: 60.8 kcal per mole
**Spin multiplicity**: 2
**HOMO level (alpha / beta)**: -0.075 / -0.110 Eh
**Gap between HOMO and LUMO (alpha / beta)**: 5.751 / 6.611 eV

=====

The following is a DFT calculation (wB97M-V/def2-TZVPD) of a 2-piece molecular cluster, C3H12NOS2 overall.

```
19
Properties=species:S:1:pos:R:3:forces:R:3
N -0.016918 -1.241935 -0.177752 0.9 -0.5 0.0
C 0.842230 -0.101474 0.307610 -0.1 1.4 0.2
C 0.680178 0.078911 1.814140 -0.2 -0.9 0.8
C 0.572297 1.136813 -0.565670 -0.8 -0.1 0.7
S 1.807788 1.242300 -1.885662 0.1 0.2 -0.3
S 0.907055 1.348282 -3.707221 -0.4 -0.3 -0.1
H -0.835232 -1.419821 0.426583 -0.3 0.1 0.0
H -0.324904 -1.113044 -1.138539 0.0 0.1 -0.2
H 0.552903 -2.086172 -0.166658 -0.1 -0.2 0.0
H 1.880524 -0.316547 0.132546 0.3 -0.8 -0.2
H 0.391092 1.053868 2.184866 -0.2 0.3 -0.4
H -0.003671 -0.664801 2.244598 -0.2 0.3 -0.2
H 1.595294 -0.169442 2.338335 0.4 0.1 -0.1
H -0.494348 1.176800 -0.817014 0.2 0.0 -0.7
H 0.691257 2.019146 0.042623 0.3 0.3 0.3
H 0.581050 2.649475 -3.819715 0.2 0.1 0.3
H -2.826052 -0.503703 0.568994 -0.2 0.0 0.1
H -3.415723 -1.723916 1.285385 0.4 0.0 -0.1
O -2.584827 -1.364745 0.932554 -0.2 0.2 -0.1
```
Forces are in eV/Å.

Output
**Net charge**: +1
**Relative energy (zero: lowest compared OMol25 entry of this formula, charge and spin)**: 15.9 kcal per mole
**HOMO level**: -0.466 Eh
**Gap between HOMO and LUMO**: 9.441 eV

=====

The following is a DFT calculation (wB97M-V/def2-TZVPD) of a 2-piece molecular cluster, C4H9NO overall.

```
15
Properties=species:S:1:pos:R:3:forces:R:3
C -0.824214 2.572759 0.363791 0.1 -0.3 -1.7
C -0.051367 1.827964 1.177970 0.3 -0.3 0.4
N 0.451318 0.528455 0.958757 -2.0 0.2 1.3
H -1.485865 2.154075 -0.439177 1.2 -0.2 0.5
H -0.425699 3.545716 0.054009 -1.0 0.5 1.3
H 0.205389 2.139122 2.189121 0.9 1.0 -0.5
H -0.295821 0.021684 0.496698 0.3 -0.5 -0.3
H 0.594506 0.079399 1.871043 0.1 -0.1 -0.6
C 0.833594 -1.664039 -1.242122 0.0 -0.9 -1.6
C -0.365773 -2.246131 -0.544530 0.2 1.6 2.2
O -0.470960 -2.473105 0.643057 0.6 -0.7 -0.4
H 0.554105 -1.846978 -2.297144 0.7 0.1 0.1
H 1.894205 -1.999395 -1.056385 -1.4 0.3 0.3
H 0.698113 -0.580287 -1.129008 0.4 -0.2 0.1
H -1.311530 -2.059239 -1.046080 -0.4 -0.5 -1.0
```
Forces are in eV/Å.

Output
**Structure (SMILES)**: C=CN.CC=O
**Relative energy (zero: lowest compared OMol25 entry of this formula, charge and spin)**: 83.0 kcal per mole
**HOMO level**: -0.304 Eh
**Gap between HOMO and LUMO**: 9.070 eV

=====

Per-record calculated total energy, eV: -164234.2103 -26989.0970 -28507.2692 -7828.7195